A cluster of 3 separate species, Cl2H2NP in total at a distorted geometry, computed with ωB97M-V with the def2-TZVPD basis set.

XYZ file:
```
6
Properties=species:S:1:pos:R:3:forces:R:3
N -0.556 -1.021 -0.897 -3.98 -5.35 4.04
P 0.428 0.077 -1.388 4.06 4.30 -3.24
Cl -0.270 -2.396 0.026 -0.17 0.96 -1.36
Cl 2.135 -0.131 -0.296 0.09 0.11 0.55
H -1.020 1.762 0.825 1.34 -0.25 3.94
H -0.717 1.708 1.730 -1.33 0.23 -3.94
```
Forces are in eV/Å.

Values from the calculation:
* strongest force on any atom: 7.80 eV/A
* LUMO level (alpha / beta): -0.04 / -3.77 eV
* multiplicity: 3
* E_HOMO (alpha / beta): -7.21 / -10.79 eV
* orbital gap (alpha / beta): 7.2 / 7.0 eV
* total charge: 0
* electronic energy: -35850.954 eV
* energy above the lowest of the compared OMol25 structures with the same formula, charge and spin: 77.6 kcal per mole

How positive or negative is each atom? The natural (NBO) charges in e answer that: -0.76 0.75 0.30 -0.29 -0.01 0.00

=====

A cluster of 2 separate species, C8H16I2NO in total, computed with ωB97M-V with the def2-TZVPD basis set.

XYZ file:
```
28
Properties=species:S:1:pos:R:3:forces:R:3
C -2.629 1.648 2.638 -0.06 -0.07 0.17
C -1.562 1.637 1.599 -0.17 0.17 0.00
I -2.290 2.230 -0.283 -0.13 0.04 -0.18
C -0.290 1.279 1.729 0.25 0.34 -0.06
I 0.404 0.618 3.585 0.04 -0.15 0.09
C 0.674 1.252 0.566 0.08 -0.85 -0.28
C 2.177 1.091 0.799 0.34 0.17 -0.61
C 2.695 -0.179 0.081 -0.17 0.61 -0.43
C 1.507 -0.858 -0.607 0.13 0.23 0.93
N 0.298 -0.018 -0.252 -0.12 -0.59 0.59
H -3.230 0.741 2.552 -0.05 -0.02 0.00
H -3.296 2.495 2.508 -0.02 0.07 -0.04
H -2.211 1.681 3.640 0.03 0.01 0.02
H 0.505 2.097 -0.095 -0.20 0.04 0.05
H 2.657 1.924 0.292 0.03 0.24 0.28
H 2.480 1.119 1.835 -0.17 0.01 0.22
H 3.199 -0.865 0.752 0.03 -0.01 0.05
H 3.396 0.170 -0.672 0.25 -0.33 0.00
H 1.573 -0.970 -1.679 -0.02 -0.10 -0.06
H 1.341 -1.799 -0.096 -0.11 -0.35 -0.57
H -0.242 -0.583 0.404 -0.13 0.04 -0.03
H -0.357 0.128 -1.021 0.24 0.43 -0.17
C -1.454 -2.299 -3.035 0.10 -0.08 -0.02
O -0.176 -2.735 -2.567 -0.13 0.24 -0.03
H -1.903 -1.699 -2.243 -0.02 -0.01 0.02
H -1.368 -1.687 -3.935 -0.01 0.01 0.01
H -2.115 -3.143 -3.237 -0.03 0.01 0.02
H 0.218 -3.275 -3.259 0.05 -0.07 0.05
```
Forces are in eV/Å.

Values from the calculation:
* strongest force on any atom: 0.97 eV/A
* LUMO level: -3.10 eV
* E_HOMO: -12.39 eV
* orbital gap: 9.3 eV
* total charge: +1
* electronic energy: -28287.123 eV
* energy above the lowest of the compared OMol25 structures with the same formula, charge and spin: 0.0 kcal per mole

Atomic partial charges in e from the natural (NBO) method, atoms 1 to 8: -0.69 -0.10 0.17 -0.26 0.23 -0.09 -0.44 -0.42

=====

The ion C12H17N2 with charge +1 at a distorted geometry, computed with ωB97M-V with the def2-TZVPD basis set.

XYZ file:
```
31
Properties=species:S:1:pos:R:3:forces:R:3
C -1.297 1.299 -1.544 0.59 -5.23 -1.51
N -1.682 0.902 -0.230 -2.88 1.50 0.60
C -2.842 1.716 0.271 -1.11 0.07 -2.02
C -1.249 -0.117 0.428 1.56 -0.84 0.11
N -1.676 -0.387 1.642 -0.62 -0.73 2.01
C -0.149 -1.050 -0.088 0.26 1.44 0.04
C 1.226 -0.457 0.038 0.39 -0.09 0.36
C 1.604 -0.040 1.317 1.37 1.14 1.01
C 2.828 0.657 1.529 -0.89 -1.33 0.59
C 3.713 0.795 0.466 0.48 1.54 2.71
C 3.316 0.431 -0.792 0.38 -0.63 -1.16
C 2.111 -0.265 -1.033 -0.07 0.66 0.31
C -0.471 -2.487 0.071 -1.51 -2.82 3.33
C -0.624 -1.871 -1.224 -0.38 -0.86 -3.54
H -0.587 0.465 -1.852 -0.51 1.74 -0.19
H -2.065 1.370 -2.312 -0.58 -0.29 0.46
H -0.886 2.196 -1.436 2.25 3.70 0.01
H -3.800 1.154 -0.129 1.68 1.37 1.09
H -2.832 1.869 1.335 -0.03 -0.32 0.40
H -2.804 2.775 -0.185 0.03 -1.89 0.49
H -1.128 -0.965 2.275 0.00 -0.16 -0.82
H -2.563 -0.177 2.072 -0.05 0.69 -0.49
H 1.032 -0.223 2.240 -0.13 0.03 -0.76
H 3.141 0.988 2.559 -0.55 -0.46 -1.23
H 4.659 1.299 0.857 -0.99 -0.71 -1.76
H 4.022 0.690 -1.577 -0.35 -0.43 -0.29
H 1.821 -0.612 -2.036 0.31 0.35 0.48
H -1.436 -2.732 0.604 1.01 0.51 -0.55
H 0.241 -3.299 0.420 -0.32 1.46 -1.19
H 0.015 -2.284 -2.045 -0.17 1.00 0.85
H -1.637 -1.640 -1.641 0.82 -0.45 0.66
```
Forces are in eV/Å.

Values from the calculation:
* strongest force on any atom: 5.47 eV/A
* LUMO level: -2.77 eV
* E_HOMO: -12.40 eV
* orbital gap: 9.6 eV
* SMILES: CN(C)C(=[NH2+])C1(c2ccccc2)CC1
* total charge: +1
* electronic energy: -15691.973 eV
* energy above the lowest of the compared OMol25 structures with the same formula, charge and spin: 37.3 kcal per mole

Atomic partial charges in e from the natural (NBO) method, atoms 1 to 8: -0.40 -0.32 -0.44 0.61 -0.76 -0.15 -0.06 -0.22

=====

A structure of composition C3H4O2Sn at a distorted geometry, computed with ωB97M-V with the def2-TZVPD basis set.

XYZ file:
```
10
Properties=species:S:1:pos:R:3:forces:R:3
C -2.077 -0.570 1.080 3.21 -0.46 -2.76
C -1.859 0.176 0.000 -1.04 0.30 -0.88
O -2.093 1.574 0.053 -0.09 -0.68 1.35
C -2.390 2.201 -1.056 -0.07 -0.12 -0.92
O -2.996 3.311 -0.687 0.35 0.28 0.41
H -1.804 -1.616 0.882 -0.45 0.24 0.31
H -1.755 -0.159 -1.038 0.14 0.04 0.40
H -3.114 3.875 -1.460 -0.06 -0.23 -0.12
Sn -2.453 0.163 2.906 -3.76 0.21 2.28
H -1.527 0.908 4.085 1.77 0.41 -0.06
```
Forces are in eV/Å.

Values from the calculation:
* strongest force on any atom: 4.40 eV/A
* LUMO level (alpha / beta): -0.86 / -0.85 eV
* E_HOMO (alpha / beta): -7.15 / -7.14 eV
* orbital gap (alpha / beta): 6.3 / 6.3 eV
* total charge: 0
* electronic energy: -13096.286 eV
* energy above the lowest of the compared OMol25 structures with the same formula, charge and spin: 0.0 kcal per mole

Atomic partial charges in e from the natural (NBO) method, atoms 1 to 8: -0.79 0.12 -0.54 0.40 -0.67 0.25 0.20 0.50

=====

An isolated molecule of C21H29ClN2O5S at a distorted geometry, computed with ωB97M-V with the def2-TZVPD basis set.

XYZ file:
```
59
Properties=species:S:1:pos:R:3:forces:R:3
C 1.921 3.840 1.945 0.03 -0.24 -0.37
C 1.563 3.466 0.514 -0.05 0.53 0.15
O 2.015 2.145 0.197 -0.25 -0.17 0.08
C 3.271 1.987 -0.218 0.23 -0.46 -0.22
O 4.084 2.864 -0.336 0.05 0.18 0.04
C 3.500 0.515 -0.523 0.26 0.25 0.21
C 4.852 0.196 -1.156 -0.26 0.00 -0.17
C 4.923 -1.307 -1.433 0.08 0.09 0.27
C 4.649 -2.121 -0.164 0.14 -0.38 -0.36
N 3.396 -1.711 0.437 0.32 0.10 0.04
C 2.325 -2.534 0.445 -0.21 0.04 0.23
O 2.378 -3.706 0.127 -0.13 -0.26 -0.07
C 1.045 -1.886 0.903 -0.33 -0.07 -0.09
C 0.488 -2.186 2.142 0.12 0.03 -0.22
C -0.661 -1.543 2.573 -0.10 0.18 -0.13
C -1.257 -0.582 1.765 0.21 -0.19 0.03
Cl -2.624 0.288 2.306 -0.38 0.01 0.64
C -0.731 -0.312 0.513 -0.24 0.40 -0.38
S -1.433 0.960 -0.547 -0.03 -0.26 0.00
O -0.642 0.982 -1.746 -0.01 -0.24 -0.04
O -1.546 2.182 0.194 -0.23 -0.04 0.11
N -2.955 0.347 -0.823 1.01 0.42 0.21
C -4.058 1.280 -0.897 -0.39 0.57 0.25
C -5.247 0.892 -0.004 0.18 -0.15 0.01
C -5.444 -0.613 0.191 -0.17 0.14 -0.14
C -5.317 -1.450 -1.083 0.14 -0.19 0.25
C -3.877 -1.884 -1.354 -0.05 0.28 -0.21
C -2.970 -0.733 -1.784 0.07 -0.79 -0.23
C 0.400 -0.972 0.078 0.12 -0.12 0.01
C 3.363 -0.308 0.767 -0.32 0.36 -0.07
H 3.002 3.858 2.069 0.06 0.04 0.04
H 1.524 4.825 2.172 -0.05 0.12 0.07
H 1.494 3.119 2.639 -0.06 -0.04 0.10
H 0.481 3.426 0.371 0.21 0.05 -0.02
H 2.017 4.171 -0.189 -0.12 -0.11 0.05
H 2.698 0.223 -1.208 0.00 -0.03 0.06
H 4.976 0.758 -2.082 0.06 0.05 0.03
H 5.651 0.497 -0.476 0.04 0.06 0.01
H 5.907 -1.572 -1.821 0.00 -0.04 -0.06
H 4.179 -1.570 -2.187 0.00 -0.07 -0.06
H 4.574 -3.185 -0.394 0.08 0.12 0.10
H 5.454 -1.967 0.562 -0.02 -0.03 -0.01
H 0.966 -2.916 2.776 0.04 -0.08 0.07
H -1.087 -1.765 3.538 -0.05 0.01 0.09
H -4.384 1.367 -1.942 0.11 -0.03 0.06
H -3.674 2.252 -0.583 -0.22 0.01 -0.12
H -6.146 1.324 -0.450 -0.03 0.05 0.03
H -5.121 1.342 0.981 -0.05 0.10 -0.01
H -6.437 -0.759 0.623 0.04 -0.02 0.07
H -4.717 -0.977 0.918 -0.04 -0.03 0.06
H -5.923 -2.353 -0.971 -0.04 0.04 -0.08
H -5.708 -0.897 -1.938 -0.11 -0.01 -0.14
H -3.468 -2.343 -0.451 0.04 -0.06 0.02
H -3.862 -2.632 -2.148 0.06 -0.05 0.00
H -3.289 -0.356 -2.766 0.11 0.01 0.06
H -1.943 -1.091 -1.882 -0.13 -0.14 -0.19
H 0.767 -0.733 -0.907 0.15 0.01 -0.09
H 2.443 -0.055 1.291 0.20 -0.02 0.00
H 4.214 -0.088 1.423 -0.07 0.04 0.00
```
Forces are in eV/Å.

Values from the calculation:
* strongest force on any atom: 1.11 eV/A
* LUMO level: 0.36 eV
* E_HOMO: -9.39 eV
* orbital gap: 9.8 eV
* SMILES: CCOC(=O)[C@H]1CCCN(C(=O)c2ccc(Cl)c(S(=O)(=O)N3CCCCCC3)c2)C1
* total charge: 0
* electronic energy: -58823.955 eV
* energy above the lowest of the compared OMol25 structures with the same formula, charge and spin: 8.4 kcal per mole

Atomic partial charges in e from the natural (NBO) method, atoms 1 to 8: -0.63 -0.08 -0.52 0.81 -0.60 -0.34 -0.40 -0.40

=====

An isolated molecule of C6H11N, computed with ωB97M-V with the def2-TZVPD basis set.

XYZ file:
```
18
Properties=species:S:1:pos:R:3:forces:R:3
C 2.486 2.521 0.547 0.20 -0.08 0.11
C 1.787 1.240 0.204 -0.05 0.08 0.27
C 0.926 0.632 1.020 0.41 -0.02 -0.20
C 0.147 -0.571 0.714 -0.29 0.19 0.03
C -0.727 -0.638 -0.299 0.12 -0.26 0.20
N -1.510 -1.737 -0.614 -0.04 -0.06 -0.03
C -2.773 -1.506 -1.289 0.11 0.34 0.06
H 2.384 3.259 -0.249 -0.05 0.04 -0.03
H 2.102 2.953 1.470 -0.07 0.01 -0.01
H 3.559 2.359 0.688 0.02 -0.01 -0.07
H 2.061 0.787 -0.743 -0.25 -0.04 -0.12
H 0.815 1.030 2.027 -0.11 0.11 -0.03
H 0.199 -1.382 1.435 -0.07 -0.08 -0.05
H -0.869 0.197 -0.973 0.13 0.14 -0.03
H -1.588 -2.402 0.140 0.10 -0.07 -0.01
H -2.606 -0.852 -2.144 0.06 -0.12 -0.12
H -3.514 -0.995 -0.661 -0.07 -0.19 0.05
H -3.163 -2.455 -1.647 -0.15 0.00 -0.03
```
Forces are in eV/Å.

Values from the calculation:
* strongest force on any atom: 0.46 eV/A
* LUMO level: 1.15 eV
* E_HOMO: -7.61 eV
* orbital gap: 8.8 eV
* SMILES: C/C=C/C=C/NC
* total charge: 0
* electronic energy: -7889.222 eV
* energy above the lowest of the compared OMol25 structures with the same formula, charge and spin: 30.2 kcal per mole

Atomic partial charges in e from the natural (NBO) method, atoms 1 to 8: -0.64 -0.18 -0.21 -0.33 0.03 -0.60 -0.40 0.21

=====

What is the electronic energy in the fifth record?
-58823.955 eV

=====

Look up the strongest force on any atom of the third one.
5.47 eV/A

=====

total charge of number 1 (Cl2H2NP)?
0

=====

Among the records above, which one has the highest energy above the lowest of the compared OMol25 structures with the same formula, charge and spin?
Cl2H2NP